Arrangement w

Here is the molecule C4H3NS from the Open Molecules 2025 dataset. Energies are from ωB97M-V/def2-TZVPD.

The geometry in XYZ format:
```
9
Properties=species:S:1:pos:R:3
C -0.68 0.62 -0.59
C -1.97 0.26 -0.11
C 0.37 0.19 -0.16
C 1.76 -0.14 -0.02
N -2.31 -0.39 0.89
S -3.76 0.18 -0.27
H 1.97 -0.18 1.09
H 2.52 0.61 -0.47
H 2.11 -1.14 -0.36
```

- total charge = 0
- HOMO level (hartree) = -0.3126
- SMILES = CC#CC1=NS1
- 2S+1 = 1

natural (NBO) atomic charge list, values in e, 6 entries: C -0.15; C 0.10; C 0.20; C -0.74; N -0.31; S 0.11

=====

Arrangement x

Here is the molecule C4H3NS from the Open Molecules 2025 dataset. Energies are from ωB97M-V/def2-TZVPD.

The geometry in XYZ format:
```
9
Properties=species:S:1:pos:R:3
C 0.38 0.32 1.36
C 0.36 -0.39 0.08
C -0.11 -0.87 -0.95
C -0.48 -1.42 -2.22
H -0.65 1.99 -0.07
H -0.53 0.15 1.93
H 1.30 -0.02 1.92
N -0.69 -1.93 -3.21
S 0.42 2.17 1.16
```

- total charge = 0
- HOMO level (hartree) = -0.3615
- SMILES = N#CC#CCS
- 2S+1 = 1

natural (NBO) atomic charge list, values in e, 6 entries: C -0.61; C 0.12; C -0.14; C 0.23; H 0.17; H 0.26

=====

So which one wins? Going from most stable to least: arrangement x, arrangement w.

=====

Arrangement w

Here is a cluster of 2 separate species, CH7N2S in total from the Open Molecules 2025 dataset. Energies are from ωB97M-V/def2-TZVPD.

The geometry in XYZ format:
```
11
Properties=species:S:1:pos:R:3
S -0.40 -1.99 1.85
H -0.81 -3.07 1.15
N 1.00 -0.35 -0.80
C 0.15 0.84 -0.86
N -0.39 1.24 0.44
H 0.51 -1.05 -0.22
H 1.73 -0.08 -0.15
H -0.68 0.57 -1.53
H 0.74 1.66 -1.26
H -0.65 0.43 0.98
H -1.23 1.81 0.39
```

- total charge = -1
- HOMO level (hartree) = -0.1086
- 2S+1 = 1

natural (NBO) atomic charge list, values in e, 6 entries: S -1.05; H 0.09; N -0.86; C -0.04; N -0.90; H 0.40

=====

Arrangement x

Here is a cluster of 2 separate species, CH7N2S in total from the Open Molecules 2025 dataset. Energies are from ωB97M-V/def2-TZVPD.

The geometry in XYZ format:
```
11
Properties=species:S:1:pos:R:3
N -0.97 -0.36 -0.28
C 0.01 0.30 0.56
N -0.45 1.51 1.24
H -1.45 -1.10 0.19
H -0.51 -0.74 -1.13
H 0.39 -0.36 1.36
H 0.86 0.56 -0.05
H -0.69 2.27 0.62
H -1.16 1.38 1.94
S 1.57 -1.24 -2.01
H 2.38 -2.21 -2.45
```

- total charge = -1
- HOMO level (hartree) = -0.1005
- 2S+1 = 1

natural (NBO) atomic charge list, values in e, 6 entries: N -0.90; C -0.06; N -0.87; H 0.34; H 0.42; H 0.15

=====

So which one wins? Going from most stable to least: arrangement w, arrangement x.

=====

Arrangement w

Here is a cluster of 7 separate species, H14O7 in total from the Open Molecules 2025 dataset. Energies are from ωB97M-V/def2-TZVPD.

The geometry in XYZ format:
```
21
Properties=species:S:1:pos:R:3
O -0.03 1.12 11.02
H 0.53 0.79 10.30
H -0.45 1.95 10.77
O -0.87 2.84 13.84
H -0.47 2.14 13.36
H -0.49 3.62 13.37
O -1.06 3.88 11.01
H -1.63 4.12 10.26
H -0.29 4.39 10.84
O 1.55 1.74 8.17
H 0.62 1.76 8.05
H 1.84 2.59 8.61
O 2.10 2.27 15.84
H 1.94 1.32 15.89
H 1.22 2.57 15.53
O 1.37 5.09 10.73
H 1.71 5.87 10.28
H 1.95 4.83 11.48
O 3.02 3.31 12.87
H 3.36 3.17 13.76
H 3.16 2.52 12.37
```

- total charge = 0
- HOMO level (hartree) = -0.4055
- SMILES = O.O.O.O.O.O.O
- 2S+1 = 1

natural (NBO) atomic charge list, values in e, 6 entries: O -0.99; H 0.48; H 0.49; O -0.95; H 0.48; H 0.47

=====

Arrangement x

Here is a structure of composition H14O7 from the Open Molecules 2025 dataset. Energies are from ωB97M-V/def2-TZVPD.

The geometry in XYZ format:
```
21
Properties=species:S:1:pos:R:3
O 2.35 -1.32 0.33
H 1.82 -1.18 -0.45
H 2.03 -0.67 0.95
O -0.44 1.81 -1.81
H -0.33 2.73 -2.02
H -0.99 1.80 -1.03
O 0.86 -0.69 -1.19
H 0.52 -0.36 -2.03
H 0.58 -0.05 -0.54
O -0.49 -1.32 0.95
H -1.02 -0.76 0.38
H -0.18 -2.02 0.38
O 0.59 0.58 0.20
H 0.69 0.61 1.16
H -0.36 0.51 0.07
O 0.06 0.31 2.22
H -0.40 -0.48 1.95
H -0.63 0.93 2.43
O -1.46 0.07 -0.33
H -1.08 -0.75 -0.65
H -2.15 0.28 -0.96
```

- total charge = 0
- HOMO level (hartree) = -0.3364
- 2S+1 = 1

natural (NBO) atomic charge list, values in e, 6 entries: O -0.99; H 0.46; H 0.44; O -0.94; H 0.48; H 0.45

=====

Arrangement y

Here is a structure of composition H14O7 from the Open Molecules 2025 dataset. Energies are from ωB97M-V/def2-TZVPD.

The geometry in XYZ format:
```
21
Properties=species:S:1:pos:R:3
H -1.16 -0.05 0.52
H 0.35 0.03 0.72
H -1.69 -0.55 -3.62
H -1.12 0.86 -3.55
H 1.05 -0.42 -1.92
H 0.19 -0.91 -3.07
H 2.64 -2.80 1.44
H 3.37 -2.62 0.12
H -1.59 3.10 2.98
H -0.89 2.07 2.10
H -1.17 1.87 0.03
H -0.31 2.02 -1.21
H -0.91 -1.35 2.53
H 0.60 -1.38 2.63
O -0.46 0.53 0.85
O -1.23 0.11 -4.15
O 1.08 -0.59 -2.87
O 3.44 -2.42 1.06
O -1.73 2.25 2.55
O -0.26 1.80 -0.27
O -0.20 -1.58 3.13
```

- total charge = 0
- HOMO level (hartree) = -0.3246
- 2S+1 = 1

natural (NBO) atomic charge list, values in e, 6 entries: H 0.46; H 0.48; H 0.46; H 0.47; H 0.45; H 0.47

=====

Arrangement z

Here is a cluster of 7 separate species, H14O7 in total from the Open Molecules 2025 dataset. Energies are from ωB97M-V/def2-TZVPD.

The geometry in XYZ format:
```
21
Properties=species:S:1:pos:R:3
O 11.87 -1.34 -30.54
H 11.03 -1.36 -30.11
H 11.54 -1.42 -31.43
O 9.60 -5.55 -29.66
H 9.76 -5.84 -28.77
H 10.37 -5.13 -30.00
O 14.54 -5.11 -29.27
H 14.11 -5.82 -28.90
H 15.45 -5.21 -29.00
O 12.02 -4.28 -30.09
H 12.29 -3.56 -30.62
H 12.80 -4.81 -30.11
O 12.73 -7.47 -28.53
H 12.51 -6.63 -28.19
H 12.00 -8.02 -28.49
O 10.45 -3.60 -27.63
H 11.11 -3.81 -28.27
H 9.93 -2.83 -28.00
O 12.34 -1.48 -27.50
H 13.13 -1.98 -27.22
H 12.43 -1.58 -28.40
```

- total charge = 0
- HOMO level (hartree) = -0.3759
- SMILES = O.O.O.O.O.O.O
- 2S+1 = 1

natural (NBO) atomic charge list, values in e, 6 entries: O -0.94; H 0.47; H 0.47; O -0.97; H 0.47; H 0.49

=====

So which one wins? Going from most stable to least: arrangement w, arrangement z, arrangement y, arrangement x.

=====

Arrangement w

Here is a cluster of 7 separate species, H14O7 in total from the Open Molecules 2025 dataset. Energies are from ωB97M-V/def2-TZVPD.

The geometry in XYZ format:
```
21
Properties=species:S:1:pos:R:3
H 0.30 -0.49 0.06
H 0.76 -1.39 1.20
H 4.16 0.29 3.49
H 5.49 0.94 3.85
H -2.87 -0.13 -2.34
H -3.60 -0.61 -3.58
H -1.17 -3.22 -1.63
H -1.47 -2.02 -0.74
H 2.37 -0.02 -3.68
H 1.09 -0.03 -2.85
H 0.17 1.53 1.77
H 0.11 3.01 2.09
H -2.43 1.75 1.01
H -2.74 0.34 1.49
O 0.25 -1.40 0.38
O 4.88 0.80 3.11
O -3.75 -0.27 -2.69
O -1.90 -2.72 -1.23
O 1.80 0.56 -3.16
O 0.58 2.20 2.32
O -2.03 0.88 1.14
```

- total charge = 0
- HOMO level (hartree) = -0.4077
- SMILES = O.O.O.O.O.O.O
- 2S+1 = 1

natural (NBO) atomic charge list, values in e, 6 entries: H 0.47; H 0.48; H 0.47; H 0.47; H 0.47; H 0.47

=====

Arrangement x

Here is a cluster of 7 separate species, H14O7 in total from the Open Molecules 2025 dataset. Energies are from ωB97M-V/def2-TZVPD.

The geometry in XYZ format:
```
21
Properties=species:S:1:pos:R:3
O -1.01 -0.63 0.15
H -1.75 -0.17 0.51
H -0.96 -1.43 0.67
O -0.28 2.97 0.20
H 0.31 2.29 0.45
H -1.10 2.59 0.28
O 1.09 0.74 0.71
H 1.14 0.38 1.60
H 0.35 0.27 0.30
O 1.28 0.41 -2.72
H 1.77 0.77 -1.99
H 0.51 0.98 -2.73
O 1.45 -2.30 -1.51
H 1.60 -1.37 -1.70
H 1.50 -2.42 -0.54
O 0.20 -0.69 4.18
H -0.04 -0.33 5.02
H 0.12 0.11 3.76
O -1.80 -0.85 -2.50
H -2.74 -0.69 -2.58
H -1.67 -0.63 -1.55
```

- total charge = 0
- HOMO level (hartree) = -0.3994
- SMILES = O.O.O.O.O.O.O
- 2S+1 = 1

natural (NBO) atomic charge list, values in e, 6 entries: O -0.93; H 0.49; H 0.50; O -0.95; H 0.48; H 0.44

=====

So which one wins? Going from most stable to least: arrangement w, arrangement x.

=====

Arrangement w

Here is a structure of composition H14O7 from the Open Molecules 2025 dataset. Energies are from ωB97M-V/def2-TZVPD.

The geometry in XYZ format:
```
21
Properties=species:S:1:pos:R:3
O 18.10 9.30 -12.82
H 18.15 9.70 -11.95
H 18.01 8.36 -12.64
O 22.56 9.37 -15.01
H 21.80 9.38 -14.42
H 23.22 8.85 -14.54
O 20.98 8.92 -13.61
H 21.10 9.73 -13.12
H 20.66 8.29 -12.96
O 19.21 9.60 -14.58
H 18.64 9.55 -13.81
H 20.02 9.17 -14.31
O 19.96 10.03 -16.89
H 19.83 10.04 -15.94
H 19.33 10.68 -17.22
O 16.11 9.75 -13.34
H 16.99 9.51 -13.04
H 16.07 10.70 -13.25
O 17.40 10.43 -15.49
H 18.30 10.56 -15.80
H 17.47 9.74 -14.84
```

- total charge = 0
- HOMO level (hartree) = -0.3526
- 2S+1 = 1

natural (NBO) atomic charge list, values in e, 6 entries: O -0.80; H 0.52; H 0.52; O -0.94; H 0.43; H 0.44

=====

Arrangement x

Here is a cluster of 7 separate species, H14O7 in total from the Open Molecules 2025 dataset. Energies are from ωB97M-V/def2-TZVPD.

The geometry in XYZ format:
```
21
Properties=species:S:1:pos:R:3
H 0.27 -0.13 0.12
H -0.81 0.66 -0.73
H 1.77 2.38 0.27
H 0.71 1.57 -0.52
H -0.17 0.31 2.17
H 0.40 -1.01 2.61
H -2.95 -1.10 1.14
H -1.47 -1.35 1.56
H 4.76 0.72 -1.41
H 3.44 0.81 -0.74
H 1.69 -3.00 -0.25
H 0.69 -4.07 -0.37
H -4.55 2.26 -2.17
H -4.52 2.23 -0.67
O -0.69 -0.11 -0.24
O 1.68 1.96 -0.60
O 0.54 -0.31 2.01
O -2.16 -0.73 1.55
O 3.83 0.59 -1.50
O 1.51 -3.82 -0.83
O -3.96 2.16 -1.40
```

- total charge = 0
- HOMO level (hartree) = -0.3876
- SMILES = O.O.O.O.O.O.O
- 2S+1 = 1

natural (NBO) atomic charge list, values in e, 6 entries: H 0.49; H 0.46; H 0.47; H 0.46; H 0.50; H 0.47

=====

So which one wins? Going from most stable to least: arrangement x, arrangement w.